# 1
This record from the Open Molecules 2025 dataset describes one molecule with the formula C4H7NO2. The level of theory is ωB97M-V/def2-TZVPD.

Geometry (Å):
C  1.996  0.275  -0.244
C  0.689  -0.353  -0.651
O  0.594  -1.146  -1.562
N  -0.468  -0.063  0.110
C  -1.602  -0.955  -0.112
C  -0.606  1.040  0.935
O  0.217  1.909  1.112
H  2.050  1.315  -0.574
H  2.791  -0.304  -0.715
H  2.116  0.286  0.841
H  -2.407  -0.687  0.575
H  -1.958  -0.886  -1.142
H  -1.303  -1.989  0.075
H  -1.591  1.052  1.438

**Lowest unoccupied orbital energy**: 0.80 eV
**HOMO**: -10.3 eV
**Energy relative to the best compared isomer or geometry (same formula, charge and spin)**: 7.9 kcal/mol
**Net charge**: 0
**HOMO-LUMO gap**: 11.099 eV
**SMILES string**: CC(=O)N(C)C=O

---

# 2
This record from the Open Molecules 2025 dataset describes a 2-piece molecular cluster, C4H7NO2 overall. The level of theory is ωB97M-V/def2-TZVPD.

Geometry (Å):
O  -2.199  0.439  0.813
C  -0.835  0.158  0.783
C  -0.286  -1.136  0.091
N  1.082  -0.825  0.177
C  1.183  0.345  -0.647
C  -0.003  1.165  -0.011
O  -0.298  2.334  -0.075
H  -2.280  1.398  0.685
H  -0.448  0.177  1.833
H  -0.595  -2.070  0.585
H  -0.147  -1.140  -1.622
H  1.653  -1.593  -0.132
H  1.043  -0.115  -1.836
H  2.129  0.866  -0.645

**Lowest unoccupied orbital energy**: 0.24 eV
**HOMO**: -9.5 eV
**Energy relative to the best compared isomer or geometry (same formula, charge and spin)**: 110.0 kcal/mol
**Net charge**: 0
**HOMO-LUMO gap**: 9.744 eV

---

# 3
This record from the Open Molecules 2025 dataset describes C4H7NO2 as an isolated structure. The level of theory is ωB97M-V/def2-TZVPD.

Geometry (Å):
C  -0.148  1.105  -0.734
C  -0.001  0.827  1.186
N  0.913  -1.718  -0.631
C  0.247  -0.504  1.376
C  -0.035  -1.172  0.150
O  -1.474  1.469  -0.973
O  -0.373  1.828  1.738
H  -1.813  1.791  -0.116
H  0.693  -2.376  -1.365
H  1.854  -1.354  -0.546
H  0.504  1.994  -0.709
H  0.177  0.648  -1.670
H  0.484  -0.972  2.326
H  -1.030  -1.565  -0.033

**Lowest unoccupied orbital energy**: -0.50 eV
**HOMO**: -7.8 eV
**Energy relative to the best compared isomer or geometry (same formula, charge and spin)**: 117.8 kcal/mol
**Net charge**: 0
**HOMO-LUMO gap**: 7.300 eV